Here is the molecule C22H19NO6S at a distorted geometry from the OMol25 dataset. Energies are from ωB97M-V with the def2-TZVPD basis set.

Each line ends with the natural charge from an NBO analysis.
Element x y z (Å)
C: -2.91 -1.96 2.21  -0.28
O: -2.36 -0.70 1.85  -0.50
C: -1.49 -0.12 2.66  0.83
O: -1.20 -0.49 3.77  -0.60
C: -0.86 1.12 1.99  -0.51
C: 0.66 1.06 2.28  0.64
C: 1.01 1.54 3.65  -0.73
O: 1.44 0.64 1.48  -0.53
C: -1.11 1.15 0.52  0.07
C: -0.78 0.11 -0.26  -0.23
C: -1.04 0.06 -1.68  0.39
N: -0.88 -0.99 -2.39  -0.69
S: -0.44 -2.47 -1.75  2.27
O: -1.39 -2.83 -0.72  -0.96
O: -0.30 -3.36 -2.86  -0.91
C: 1.17 -2.20 -1.00  -0.27
C: 1.40 -2.62 0.29  -0.22
C: 2.63 -2.35 0.87  -0.19
C: 3.62 -1.67 0.17  0.02
C: 4.92 -1.34 0.83  -0.63
C: 3.36 -1.27 -1.14  -0.20
C: 2.14 -1.54 -1.73  -0.21
C: -1.54 1.29 -2.30  -0.13
C: -1.74 1.34 -3.68  -0.15
C: -2.24 2.49 -4.27  -0.19
C: -2.54 3.60 -3.49  -0.19
C: -2.35 3.56 -2.12  -0.18
C: -1.85 2.41 -1.51  -0.06
C: -1.66 2.40 -0.05  0.49
O: -1.93 3.36 0.65  -0.53
H: -2.48 -2.31 3.15  0.21
H: -3.99 -1.84 2.32  0.19
H: -2.69 -2.64 1.39  0.22
H: -1.29 2.01 2.47  0.28
H: 0.73 2.59 3.77  0.24
H: 0.45 0.96 4.38  0.27
H: 2.08 1.43 3.83  0.23
H: -0.37 -0.78 0.19  0.24
H: 0.62 -3.14 0.82  0.24
H: 2.82 -2.67 1.89  0.22
H: 5.72 -1.26 0.09  0.22
H: 4.83 -0.38 1.34  0.23
H: 5.19 -2.09 1.56  0.22
H: 4.12 -0.75 -1.69  0.21
H: 1.92 -1.23 -2.74  0.23
H: -1.51 0.47 -4.26  0.24
H: -2.39 2.53 -5.34  0.22
H: -2.92 4.50 -3.95  0.22
H: -2.58 4.40 -1.50  0.24

Computed properties:
**HOMO**: -9.463 eV
**Largest force on an atom**: 1.00 eV Å⁻¹
**Total energy**: -47732.094 eV
**ΔE to the lowest compared entry with this formula, charge and spin**: 0.0 kcal/mol
**SMILES string**: COC(=O)[C@@H](C(C)=O)C1=C/C(=N\S(=O)(=O)c2ccc(C)cc2)c2ccccc2C1=O
**LUMO energy**: -0.062 hartree



Here is a cluster of 4 separate species, C33H59Cl3I2NO2 in total at a distorted geometry from the OMol25 dataset. Energies are from ωB97M-V with the def2-TZVPD basis set.

Each line ends with the Löwdin charge.
Element x y z (Å)
C: 6.28 -6.92 -0.01  -0.02
C: 5.96 -7.92 -1.28  -0.28
O: 6.99 -8.27 -2.07  0.00
O: 4.60 -8.42 -1.64  -0.11
C: 4.22 -7.52 -2.77  -0.17
C: 2.61 -7.77 -3.18  -0.07
C: 1.80 -6.49 -2.48  -0.05
N: 2.17 -5.11 -3.07  0.07
C: 1.55 -3.84 -2.53  0.08
C: 0.45 -3.87 -1.28  -0.15
C: -0.08 -2.38 -0.78  -0.71
I: -1.87 -1.38 -1.59  0.81
C: 0.77 -1.70 0.27  -0.64
C: 0.49 -0.21 0.88  -0.18
I: 2.59 -2.73 1.05  0.79
C: 0.00 -5.30 -0.61  -0.05
C: -1.10 -5.31 0.62  -0.60
Cl: -2.50 -6.55 0.35  0.54
C: -0.44 -5.39 2.11  -0.66
C: -0.07 -6.90 2.64  -0.16
Cl: -1.65 -4.59 3.30  0.53
C: 0.71 -6.67 -1.25  -0.37
Cl: 0.33 -8.36 -0.61  0.61
H: 5.69 -7.20 0.97  0.10
H: 7.43 -6.94 0.24  0.11
H: 6.03 -5.79 -0.25  0.10
H: 4.35 -6.42 -2.34  0.13
H: 4.94 -7.61 -3.69  0.15
H: 2.60 -7.65 -4.37  0.14
H: 2.22 -8.81 -2.83  0.12
H: 2.88 -5.03 -3.83  0.14
H: 1.89 -2.81 -3.00  0.14
H: 1.26 0.54 0.36  0.11
H: -0.62 0.16 0.78  0.05
H: 0.76 -0.23 2.03  0.09
H: -1.65 -4.25 0.56  0.10
H: 0.56 -4.75 2.18  0.07
H: -0.72 -7.76 2.20  0.06
H: 1.08 -7.15 2.54  0.09
H: -0.29 -6.90 3.81  0.09
C: -5.12 3.82 1.61  -0.11
C: -3.91 4.73 1.78  -0.27
C: -2.71 4.30 0.92  -0.22
C: -2.14 2.91 1.24  -0.24
C: -1.69 2.71 2.68  -0.27
C: -0.55 3.63 3.09  -0.11
H: -4.91 2.80 1.92  0.07
H: -5.96 4.19 2.22  0.07
H: -5.45 3.81 0.56  0.08
H: -3.63 4.77 2.84  0.08
H: -4.19 5.75 1.50  0.11
H: -1.92 5.05 1.03  0.10
H: -3.01 4.32 -0.13  0.11
H: -1.29 2.73 0.57  0.10
H: -2.89 2.15 0.99  0.10
H: -1.35 1.67 2.80  0.09
H: -2.53 2.84 3.38  0.10
H: 0.32 3.49 2.44  0.07
H: -0.24 3.42 4.12  0.07
H: -0.84 4.69 3.04  0.07
C: -5.02 10.33 6.40  -0.12
C: -4.08 9.24 6.89  -0.27
C: -3.31 8.56 5.76  -0.23
C: -4.17 7.81 4.73  -0.23
C: -5.07 6.72 5.31  -0.27
C: -4.30 5.59 5.97  -0.11
H: -5.80 9.93 5.74  0.07
H: -5.52 10.81 7.25  0.07
H: -4.47 11.10 5.85  0.08
H: -4.64 8.50 7.47  0.10
H: -3.36 9.69 7.58  0.11
H: -2.58 7.86 6.20  0.10
H: -2.71 9.31 5.23  0.11
H: -3.50 7.36 3.98  0.10
H: -4.79 8.53 4.19  0.10
H: -5.67 6.30 4.50  0.10
H: -5.78 7.15 6.03  0.10
H: -3.61 5.12 5.26  0.06
H: -4.99 4.82 6.34  0.07
H: -3.72 5.95 6.83  0.07
C: 5.19 -0.16 -8.30  -0.11
C: 3.68 -0.19 -8.16  -0.27
C: 3.20 0.03 -6.72  -0.22
C: 3.65 -1.04 -5.72  -0.23
C: 3.23 -2.48 -6.06  -0.28
C: 1.72 -2.67 -6.10  -0.11
H: 5.66 -0.97 -7.73  0.07
H: 5.47 -0.29 -9.35  0.08
H: 5.60 0.79 -7.95  0.08
H: 3.29 -1.13 -8.56  0.10
H: 3.26 0.61 -8.79  0.11
H: 2.11 0.10 -6.72  0.10
H: 3.57 1.00 -6.37  0.11
H: 3.24 -0.78 -4.73  0.10
H: 4.74 -1.01 -5.61  0.11
H: 3.64 -3.15 -5.31  0.08
H: 3.66 -2.78 -7.02  0.11
H: 1.27 -2.41 -5.13  0.05
H: 1.48 -3.71 -6.32  0.07
H: 1.25 -2.05 -6.87  0.08

Computed properties:
**HOMO**: -11.881 eV
**Total charge**: +1
**Largest force on an atom**: 8.83 eV Å⁻¹
**Total energy**: -94512.606 eV
**LUMO energy**: -0.187 hartree



Here is a structure of composition C15H21AsNNiO7S2Si from the OMol25 dataset. Energies are from ωB97M-V with the def2-TZVPD basis set.

Each line ends with the Löwdin spin population.
Element x y z (Å)
Ni: 1.39 -0.60 -0.31  1.73
C: -2.31 -1.07 2.61  0.00
Si: -1.31 -0.03 3.81  0.00
C: -0.63 -1.06 5.22  0.00
C: -2.46 1.27 4.55  0.00
C: 0.06 0.89 2.91  0.00
C: 0.17 2.27 2.94  0.00
C: 1.07 2.94 2.12  0.00
C: 1.83 2.19 1.25  0.00
N: 1.80 0.86 1.24  0.03
C: 0.96 0.21 2.06  0.01
S: 0.98 -1.53 1.86  0.06
H: -3.38 -0.99 2.86  0.00
H: -2.01 -2.11 2.65  0.00
H: -2.17 -0.73 1.59  0.00
H: -1.43 -1.56 5.77  0.00
H: -0.07 -0.43 5.92  0.00
H: 0.05 -1.82 4.83  0.00
H: -3.33 0.79 4.98  0.00
H: -2.81 1.97 3.78  0.00
H: -1.97 1.85 5.34  0.00
H: -0.49 2.85 3.58  0.00
H: 1.14 4.02 2.11  0.00
H: 2.47 2.65 0.51  0.00
O: 0.50 -3.06 -4.07  0.00
As: 1.03 -1.61 -3.21  0.00
O: 2.60 -1.29 -3.56  0.00
O: 0.72 -1.99 -1.61  0.04
C: -0.30 -0.36 -3.91  0.00
C: -0.89 -0.69 -5.13  0.00
C: -1.86 0.12 -5.69  0.00
C: -2.27 1.27 -5.04  0.00
C: -1.69 1.61 -3.83  0.00
C: -0.71 0.81 -3.27  0.00
S: 0.01 1.33 -1.73  0.00
O: -0.20 2.75 -1.63  0.01
O: -0.57 0.51 -0.66  0.02
O: 1.42 0.89 -1.88  0.03
H: 0.20 -3.67 -3.38  0.00
H: -0.59 -1.60 -5.63  0.00
H: -2.30 -0.16 -6.65  0.00
H: -3.03 1.90 -5.48  0.00
H: -1.97 2.52 -3.31  0.00
C: 3.85 -2.27 -0.50  0.00
O: 3.32 -1.03 -0.96  0.04
H: 4.77 -2.51 -1.04  0.00
H: 3.13 -3.07 -0.63  0.00
H: 4.07 -2.15 0.56  0.00
H: 3.20 -1.08 -1.95  0.00

Computed properties:
**HOMO (alpha / beta)**: -4.845 / -4.866 eV
**Total charge**: -1
**Largest force on an atom**: 0.53 eV Å⁻¹
**Spin multiplicity**: 3
**Total energy**: -163153.731 eV
**⟨S²⟩**: 2.0046
**LUMO energy (alpha / beta)**: 0.105 / 0.105 hartree



Here is a structure of composition C57H46BFIO8 at a distorted geometry from the OMol25 dataset. Energies are from ωB97M-V with the def2-TZVPD basis set.

Each line ends with the Löwdin charge.
Element x y z (Å)
C: -0.92 -4.24 -0.38  0.08
C: 0.00 -5.01 -0.31  -0.14
C: 1.30 -5.74 -0.45  -0.18
C: 2.12 -5.82 0.88  -0.20
C: 3.44 -5.01 0.90  -0.10
B: 3.31 -3.47 0.34  -0.83
C: 3.87 -3.51 -1.24  -0.11
C: 5.34 -3.06 -1.43  -0.21
C: 5.55 -1.56 -1.76  -0.23
C: 4.71 -1.09 -2.90  -0.17
C: 3.73 -0.76 -3.53  0.06
O: 1.99 -2.86 0.57  -0.08
C: 2.11 -2.15 1.77  -0.24
C: 3.47 -1.38 1.47  -0.64
I: 2.76 0.08 -0.06  1.22
C: 4.12 -0.58 2.62  -0.31
F: 4.97 0.38 2.03  -0.09
C: 3.14 0.12 3.58  -0.18
C: 2.78 1.59 3.20  -0.13
O: 4.20 -2.43 1.03  -0.02
H: -1.67 -3.56 -0.74  0.02
H: 1.85 -5.34 -1.31  0.11
H: 1.01 -6.77 -0.71  0.10
H: 2.41 -6.88 0.99  0.10
H: 1.45 -5.61 1.72  0.09
H: 3.73 -4.93 1.98  0.09
H: 4.27 -5.53 0.41  0.09
H: 3.82 -4.56 -1.59  0.08
H: 3.15 -2.96 -1.87  0.09
H: 5.99 -3.36 -0.60  0.11
H: 5.73 -3.61 -2.31  0.10
H: 6.60 -1.46 -2.10  0.10
H: 5.43 -0.92 -0.88  0.07
H: 2.93 -0.30 -4.07  0.01
H: 2.44 -2.85 2.58  0.14
H: 1.23 -1.56 2.07  0.11
H: 4.79 -1.23 3.20  0.15
H: 3.61 0.17 4.58  0.11
H: 2.19 -0.42 3.72  0.10
H: 2.35 2.07 4.10  0.07
H: 3.64 2.19 2.91  0.07
H: 1.98 1.56 2.45  0.02
C: -6.33 1.85 -4.59  -0.06
C: -6.56 1.36 -3.31  -0.06
C: -5.50 1.21 -2.42  0.00
C: -4.21 1.53 -2.82  -0.07
C: -3.98 1.99 -4.12  -0.07
C: -5.05 2.16 -5.00  0.00
C: -2.60 2.29 -4.58  -0.34
O: -2.43 2.66 -5.73  0.06
C: -1.47 2.08 -3.65  -0.09
C: -0.17 2.30 -4.08  -0.02
C: 0.89 2.11 -3.22  -0.04
C: 0.66 1.71 -1.90  -0.12
C: -0.64 1.48 -1.47  0.02
C: -1.71 1.65 -2.33  -0.07
C: -3.09 1.37 -1.86  -0.27
O: -3.30 1.02 -0.72  0.11
H: -7.16 1.97 -5.27  0.11
H: -7.56 1.10 -2.99  0.11
H: -5.68 0.83 -1.42  0.12
H: -4.87 2.53 -6.00  0.12
H: 0.01 2.61 -5.10  0.11
H: 1.90 2.28 -3.56  0.11
H: 1.49 1.57 -1.22  -0.11
H: -0.81 1.16 -0.45  0.12
C: -3.66 12.10 -3.68  -0.06
C: -2.33 12.45 -3.90  -0.06
C: -1.40 11.48 -4.23  -0.01
C: -1.79 10.15 -4.32  -0.08
C: -3.12 9.80 -4.07  -0.08
C: -4.05 10.78 -3.77  -0.01
C: -3.54 8.37 -4.12  -0.28
O: -4.70 8.06 -3.91  0.10
C: -2.52 7.33 -4.42  -0.09
C: -2.89 5.99 -4.41  0.02
C: -1.95 5.00 -4.69  -0.03
C: -0.64 5.37 -5.00  -0.03
C: -0.27 6.70 -5.01  0.01
C: -1.20 7.69 -4.70  -0.09
C: -0.78 9.11 -4.68  -0.28
O: 0.36 9.43 -4.94  0.10
H: -4.38 12.87 -3.44  0.10
H: -2.02 13.49 -3.83  0.10
H: -0.36 11.75 -4.40  0.12
H: -5.08 10.51 -3.59  0.12
H: -3.91 5.71 -4.17  0.12
H: -2.27 3.92 -4.68  0.06
H: 0.09 4.61 -5.24  0.09
H: 0.75 6.98 -5.24  0.12
C: -1.02 -5.53 3.09  -0.05
C: -1.65 -6.77 3.21  -0.04
C: -1.70 -7.40 4.44  -0.01
C: -1.12 -6.82 5.55  -0.09
C: -0.47 -5.58 5.43  -0.08
C: -0.44 -4.94 4.20  0.01
C: 0.20 -4.96 6.60  -0.28
O: 0.76 -3.89 6.50  0.11
C: 0.17 -5.68 7.90  -0.08
C: 0.84 -5.14 9.00  0.00
C: 0.82 -5.80 10.22  -0.06
C: 0.11 -6.99 10.35  -0.07
C: -0.55 -7.53 9.27  -0.01
C: -0.52 -6.89 8.04  -0.08
C: -1.20 -7.50 6.87  -0.28
O: -1.81 -8.55 6.99  0.09
H: -1.00 -5.03 2.13  0.07
H: -2.10 -7.23 2.34  0.11
H: -2.20 -8.36 4.53  0.12
H: 0.06 -3.98 4.10  0.12
H: 1.39 -4.21 8.89  0.12
H: 1.34 -5.38 11.06  0.10
H: 0.09 -7.50 11.31  0.10
H: -1.09 -8.46 9.37  0.12

Computed properties:
**HOMO**: -4.854 eV
**Total charge**: -1
**Largest force on an atom**: 4.10 eV Å⁻¹
**Total energy**: -87729.378 eV
**LUMO energy**: 0.009 hartree



Here is a cluster of 4 separate species, C19H15Cl4F3 in total at a distorted geometry from the OMol25 dataset. Energies are from ωB97M-V with the def2-TZVPD basis set.

Each line ends with the Löwdin spin population.
Element x y z (Å)
F: 5.52 -1.01 6.13  0.00
C: 4.65 -0.05 5.64  0.00
C: 4.75 0.36 4.33  0.00
C: 3.93 1.40 3.90  0.00
C: 2.91 1.86 4.71  0.00
C: 2.77 1.36 6.02  0.00
C: 3.64 0.46 6.46  0.00
H: 5.61 0.02 3.76  0.00
H: 4.08 1.85 2.93  0.00
H: 2.39 2.72 4.32  0.00
H: 2.06 1.72 6.74  0.00
H: 3.56 -0.08 7.40  0.00
F: -3.52 2.61 -2.21  0.00
C: -3.90 1.37 -2.14  0.00
C: -3.59 0.63 -0.99  0.00
C: -4.10 -0.66 -0.92  0.00
C: -4.70 -1.22 -2.08  0.00
C: -4.85 -0.51 -3.23  0.00
C: -4.48 0.83 -3.32  0.00
H: -3.19 1.02 -0.07  0.00
H: -3.98 -1.20 0.00  0.00
H: -5.17 -2.20 -2.09  0.00
H: -5.30 -0.94 -4.11  0.00
H: -4.74 1.59 -4.04  0.00
F: 1.08 -3.28 -5.70  0.11
C: 0.66 -2.57 -4.67  0.24
C: -0.71 -2.36 -4.49  0.08
C: -1.16 -1.66 -3.35  0.07
C: -0.20 -1.15 -2.45  0.32
C: 1.19 -1.47 -2.60  0.07
C: 1.60 -2.15 -3.73  0.08
H: -1.44 -2.72 -5.19  0.00
H: -2.19 -1.43 -3.11  0.00
H: -0.49 -0.56 -1.60  0.01
H: 1.93 -1.15 -1.88  0.00
H: 2.64 -2.42 -3.79  0.00
C: 0.55 2.23 1.09  0.00
Cl: 0.07 2.36 2.78  0.00
Cl: 2.02 1.25 0.90  0.00
Cl: -0.71 1.40 0.29  0.00
Cl: 0.83 3.81 0.37  0.00

Computed properties:
**HOMO (alpha / beta)**: -10.865 / -10.865 eV
**Total charge**: +1
**Largest force on an atom**: 4.02 eV Å⁻¹
**Spin multiplicity**: 2
**Total energy**: -78178.100 eV
**ΔE to the lowest compared entry with this formula, charge and spin**: 0.0 kcal/mol
**⟨S²⟩**: 0.7668
**LUMO energy (alpha / beta)**: -0.158 / -0.314 hartree



Here is a cluster of 6 separate species, C15H30NO18 in total at a distorted geometry from the OMol25 dataset. Energies are from ωB97M-V with the def2-TZVPD basis set.

Each line ends with the natural charge from an NBO analysis.
Element x y z (Å)
N: 13.87 -9.70 17.84  0.70
O: 12.85 -10.21 17.33  -0.57
O: 14.59 -10.36 18.63  -0.54
O: 14.19 -8.50 17.58  -0.57
C: 14.06 -6.19 14.74  -0.27
O: 14.87 -5.03 14.66  -0.51
C: 16.14 -5.10 15.09  0.97
O: 16.69 -6.05 15.57  -0.59
O: 16.68 -3.90 14.91  -0.51
C: 17.99 -3.73 15.38  -0.26
H: 13.18 -5.97 14.13  0.19
H: 13.75 -6.53 15.73  0.22
H: 14.52 -7.03 14.23  0.19
H: 18.73 -4.22 14.73  0.18
H: 18.11 -4.20 16.36  0.20
H: 18.27 -2.68 15.40  0.18
C: 10.77 -8.58 15.25  -0.27
O: 11.12 -7.83 14.10  -0.49
C: 10.30 -7.95 13.07  0.98
O: 9.33 -8.66 13.06  -0.65
O: 10.72 -7.18 12.09  -0.50
C: 9.81 -6.90 11.06  -0.26
H: 9.81 -8.25 15.67  0.17
H: 11.52 -8.39 16.01  0.24
H: 10.68 -9.65 15.09  0.20
H: 9.36 -7.82 10.68  0.19
H: 10.27 -6.42 10.20  0.19
H: 9.00 -6.25 11.40  0.18
C: 16.48 -14.67 17.70  -0.25
O: 17.22 -13.47 17.62  -0.53
C: 16.75 -12.38 17.03  0.98
O: 17.16 -11.29 17.24  -0.57
O: 15.81 -12.70 16.13  -0.54
C: 15.13 -11.63 15.51  -0.26
H: 16.49 -15.18 16.74  0.18
H: 15.43 -14.50 17.96  0.19
H: 16.95 -15.28 18.47  0.19
H: 15.63 -11.38 14.57  0.17
H: 15.06 -10.72 16.10  0.23
H: 14.09 -11.89 15.31  0.20
C: 17.94 -4.00 19.63  -0.25
O: 16.54 -3.84 19.57  -0.51
C: 15.88 -4.83 18.95  0.97
O: 16.42 -5.75 18.41  -0.61
O: 14.59 -4.58 18.99  -0.50
C: 13.72 -5.54 18.41  -0.29
H: 18.15 -4.88 20.24  0.19
H: 18.36 -3.09 20.05  0.18
H: 18.49 -4.15 18.69  0.19
H: 13.08 -6.00 19.17  0.19
H: 14.33 -6.35 17.99  0.27
H: 13.11 -5.10 17.63  0.18
C: 19.88 -10.52 21.83  -0.25
O: 18.69 -11.13 22.30  -0.51
C: 17.66 -11.05 21.47  0.97
O: 17.57 -10.36 20.51  -0.58
O: 16.73 -11.93 21.89  -0.52
C: 15.70 -12.30 21.00  -0.26
H: 20.65 -10.79 22.55  0.18
H: 19.80 -9.45 21.67  0.20
H: 20.25 -11.00 20.92  0.19
H: 15.97 -12.24 19.95  0.22
H: 14.79 -11.73 21.19  0.20
H: 15.45 -13.35 21.18  0.17

Computed properties:
**HOMO**: -4.938 eV
**Total charge**: -1
**Largest force on an atom**: 1.56 eV Å⁻¹
**Total energy**: -54384.208 eV
**ΔE to the lowest compared entry with this formula, charge and spin**: 0.0 kcal/mol
**LUMO energy**: 0.093 hartree